1.
The following is a DFT calculation (ωB97M-V/def2-TZVPD) of C41H42IrNO10S as an isolated structure at a distorted geometry.

frontier orbital gap (alpha / beta) = 8.2 / 4.6 eV
multiplicity = 6
<S²> = 8.770
charge = +1
E_tot = -2896.6771 Eh
molar mass = 933.07 g/mol

Each line ends with the Löwdin spin population.
Atoms and positions in Å:
Ir (1.552, -0.555, -0.183)  2.94
C (-4.911, 0.591, 1.459)  0.00
C (-3.451, 0.914, 1.750)  0.00
C (-3.323, 1.780, 3.008)  0.00
O (-2.674, -0.281, 1.940)  0.07
C (-1.542, -0.261, 1.142)  0.09
C (-1.543, 1.177, 0.571)  0.01
O (-2.892, 1.550, 0.621)  0.00
C (-0.818, 1.643, -0.743)  0.03
O (0.501, 1.322, -0.676)  0.33
C (-1.427, 1.210, -2.078)  0.02
C (-2.784, 0.966, -2.250)  0.02
C (-3.296, 0.742, -3.520)  0.00
C (-2.471, 0.775, -4.629)  0.01
C (-1.114, 1.016, -4.461)  0.00
C (-0.596, 1.233, -3.197)  0.00
C (-0.945, 3.184, -0.622)  0.01
C (-0.103, 3.792, 0.304)  0.00
C (-0.211, 5.141, 0.579)  0.00
C (-1.155, 5.907, -0.085)  0.00
C (-1.983, 5.310, -1.020)  0.00
C (-1.875, 3.955, -1.300)  0.00
C (-1.476, -1.483, 0.108)  0.11
O (-0.510, -1.217, -0.774)  0.53
C (-1.133, -2.760, 0.923)  0.07
C (-0.829, -3.872, 0.145)  0.01
C (-0.539, -5.085, 0.742)  0.00
C (-0.562, -5.200, 2.122)  0.00
C (-0.864, -4.093, 2.895)  0.01
C (-1.146, -2.871, 2.300)  0.00
C (-2.797, -1.819, -0.548)  0.01
C (-3.905, -2.219, 0.202)  0.02
C (-5.055, -2.633, -0.441)  0.00
C (-5.104, -2.691, -1.828)  0.03
C (-3.993, -2.331, -2.573)  0.00
C (-2.845, -1.899, -1.940)  0.03
H (-5.360, 0.072, 2.298)  0.00
H (-4.987, -0.029, 0.572)  0.00
H (-5.443, 1.519, 1.286)  0.00
H (-3.875, 1.325, 3.823)  0.00
H (-3.730, 2.764, 2.801)  0.00
H (-2.285, 1.881, 3.312)  0.00
H (-0.634, -0.411, 1.745)  0.01
H (-0.985, 1.740, 1.345)  0.01
H (-3.449, 0.988, -1.402)  0.00
H (-4.352, 0.554, -3.637)  0.00
H (-2.881, 0.630, -5.618)  0.00
H (-0.465, 1.063, -5.324)  0.00
H (0.455, 1.447, -3.067)  0.00
H (0.620, 3.179, 0.822)  0.00
H (0.430, 5.592, 1.320)  0.00
H (-1.248, 6.959, 0.139)  0.00
H (-2.726, 5.900, -1.536)  0.00
H (-2.540, 3.512, -2.026)  0.00
H (-0.854, -3.786, -0.932)  0.00
H (-0.306, -5.939, 0.123)  0.00
H (-0.361, -6.151, 2.591)  0.00
H (-0.893, -4.175, 3.971)  0.00
H (-1.406, -2.036, 2.930)  0.00
H (-3.868, -2.198, 1.281)  0.00
H (-5.916, -2.928, 0.138)  0.00
H (-6.001, -3.030, -2.321)  0.00
H (-4.017, -2.398, -3.649)  0.00
H (-1.963, -1.633, -2.503)  0.00
O (1.753, -0.726, 2.085)  0.13
C (2.807, -0.590, 2.720)  0.01
C (4.147, -0.732, 2.269)  0.02
C (5.198, -0.487, 3.162)  0.00
C (6.506, -0.522, 2.741)  0.01
C (6.823, -0.789, 1.395)  0.00
C (5.829, -1.056, 0.508)  0.02
C (4.447, -1.071, 0.893)  0.01
O (3.576, -1.400, 0.049)  0.12
N (7.555, -0.244, 3.688)  0.00
O (8.690, -0.208, 3.267)  0.00
O (7.229, -0.057, 4.839)  0.00
H (2.708, -0.302, 3.779)  0.01
H (4.995, -0.254, 4.197)  0.00
H (7.859, -0.761, 1.091)  0.00
H (6.051, -1.276, -0.524)  0.00
C (3.019, 3.643, -1.178)  0.00
S (3.053, 1.857, -1.569)  0.01
C (4.815, 1.782, -2.108)  0.01
O (3.105, 1.217, -0.216)  0.12
H (3.681, 3.822, -0.337)  0.00
H (1.996, 3.881, -0.909)  0.00
H (3.322, 4.224, -2.041)  0.00
H (4.938, 2.355, -3.020)  0.00
H (5.057, 0.741, -2.299)  0.00
H (5.448, 2.169, -1.316)  0.00
C (2.307, -3.647, -1.123)  0.01
O (1.746, -2.484, -1.719)  0.11
H (2.069, -4.531, -1.719)  0.00
H (1.951, -3.793, -0.100)  0.00
H (3.384, -3.499, -1.101)  0.00
H (0.790, -2.611, -1.826)  0.00

---

2.
The following is a DFT calculation (ωB97M-V/def2-TZVPD) of C41H42MgP2S as an isolated structure at a distorted geometry.

frontier orbital gap (alpha / beta) = 8.2 / 2.7 eV
E_tot = -2868.2186 Eh
molar mass = 653.11 g/mol

Each line ends with the Löwdin charge.
Atoms and positions in Å:
Mg (1.557, 0.307, -6.068)  0.73
C (-2.559, 0.120, 0.348)  -0.12
C (-1.995, 0.092, -0.875)  -0.14
C (-2.642, 0.873, -2.000)  -0.19
C (-1.659, 1.892, -2.589)  -0.19
C (-0.912, 2.554, -1.451)  -0.11
C (-1.460, 2.989, -0.301)  -0.11
C (-2.748, 2.694, 0.423)  -0.20
C (-3.046, 1.333, 1.097)  -0.19
C (1.831, -0.589, -4.063)  -0.23
H (-2.657, -0.782, 0.960)  0.10
H (-1.037, -0.382, -1.119)  0.06
H (-3.503, 1.434, -1.595)  0.11
H (-2.928, 0.113, -2.758)  0.10
H (-0.994, 1.399, -3.315)  0.08
H (-2.126, 2.700, -3.203)  0.12
H (0.033, 3.041, -1.730)  0.10
H (-0.987, 3.823, 0.224)  0.09
H (-3.557, 2.889, -0.298)  0.10
H (-2.794, 3.434, 1.255)  0.11
H (-2.586, 1.273, 2.110)  0.11
H (-4.136, 1.282, 1.322)  0.11
H (1.560, -1.649, -4.340)  -0.03
H (1.181, -0.330, -3.205)  -0.06
H (2.781, -0.643, -3.506)  -0.04
P (0.143, -2.138, -8.277)  1.00
P (2.006, 0.342, -8.672)  0.90
C (-0.551, -0.588, -8.918)  -0.32
C (0.293, 0.444, -9.142)  -0.36
C (-0.550, -3.319, -9.539)  -0.38
C (-1.692, -3.053, -10.316)  -0.10
C (-2.087, -3.908, -11.355)  -0.08
C (-1.389, -5.097, -11.596)  -0.09
C (-0.265, -5.390, -10.812)  -0.09
C (0.166, -4.502, -9.822)  -0.10
C (-0.857, -2.415, -6.776)  -0.36
C (-0.679, -1.503, -5.721)  -0.16
C (-1.450, -1.641, -4.561)  -0.07
C (-2.546, -2.512, -4.540)  -0.07
C (-2.787, -3.346, -5.640)  -0.08
C (-1.934, -3.312, -6.743)  -0.08
C (2.669, 0.935, -10.341)  -0.34
C (2.470, 0.094, -11.451)  -0.11
C (2.890, 0.482, -12.727)  -0.09
C (3.521, 1.718, -12.927)  -0.10
C (3.710, 2.563, -11.825)  -0.09
C (3.317, 2.163, -10.537)  -0.08
C (2.169, 1.874, -7.670)  -0.56
C (3.350, 2.022, -6.879)  -0.19
C (3.522, 3.209, -6.163)  -0.10
C (2.531, 4.193, -6.153)  -0.11
C (1.379, 4.025, -6.922)  -0.10
C (1.200, 2.889, -7.698)  -0.14
H (-1.620, -0.568, -9.144)  0.07
H (-0.002, 1.319, -9.712)  0.08
H (-2.298, -2.173, -10.105)  0.09
H (-2.949, -3.640, -11.974)  0.10
H (-1.707, -5.766, -12.402)  0.10
H (0.267, -6.326, -10.989)  0.10
H (1.055, -4.736, -9.240)  0.10
H (-0.241, -0.505, -5.950)  0.03
H (-1.250, -1.009, -3.692)  0.08
H (-3.218, -2.532, -3.679)  0.11
H (-3.631, -4.040, -5.621)  0.11
H (-2.141, -3.948, -7.603)  0.10
H (1.942, -0.851, -11.326)  0.10
H (2.718, -0.174, -13.579)  0.10
H (3.878, 2.014, -13.920)  0.10
H (4.161, 3.546, -11.974)  0.10
H (3.482, 2.838, -9.697)  0.10
H (4.139, 1.257, -6.919)  0.11
H (4.445, 3.350, -5.600)  0.11
H (2.670, 5.107, -5.569)  0.10
H (0.622, 4.806, -6.958)  0.10
H (0.298, 2.754, -8.289)  0.09
S (1.202, -1.273, 0.194)  0.76
C (0.802, -1.381, 1.809)  -0.75
C (1.032, -2.636, 2.451)  -0.12
C (0.688, -2.831, 3.784)  -0.08
C (0.118, -1.789, 4.523)  -0.08
C (-0.052, -0.527, 3.941)  -0.09
C (0.282, -0.306, 2.603)  -0.09
H (1.446, -3.443, 1.851)  0.09
H (0.834, -3.802, 4.255)  0.10
H (-0.178, -1.948, 5.558)  0.10
H (-0.480, 0.270, 4.552)  0.10
H (0.124, 0.669, 2.139)  0.10

---

- molar mass of number 2 (C41H42MgP2S)?
  653.11 g/mol

---

- Among the records above, which one has the lowest E_tot?
  C41H42IrNO10S

---

- Number 2 is which compound?
  C41H42MgP2S